Arrangement a

This record from the Open Molecules 2025 dataset describes a 2-piece molecular cluster, C4H6N3O2 overall. The level of theory is ωB97M-V/def2-TZVPD.

Values from the calculation:
Lowest unoccupied orbital energy (spin up / spin down), eV: -5.79 / -5.79
Charge: +1
Frontier orbital gap (spin up / spin down), eV: 7.09 / 7.09
HOMO level (spin up / spin down), hartree: -0.473 / -0.473

Each line ends with the Löwdin charge.
CARTESIAN COORDINATES (ANGSTROEM)
C  -1.2387  1.0317  0.0448  -0.39
C  -0.3614  0.0834  0.2681  -0.01
C  -1.1300  -1.2295  0.2977  -0.06
C  2.0817  -0.3848  0.2306  0.07
N  -1.1615  2.4249  0.0707  0.13
N  -2.5135  -0.8243  -0.0302  -0.17
N  2.2738  -1.3018  -0.4624  0.19
O  -2.5308  0.4850  -0.1192  0.17
O  -3.4405  -1.5476  -0.1969  0.25
H  -0.8523  -1.9158  -0.4977  0.14
H  -1.1433  -1.7274  1.3303  0.19
H  2.7683  0.3409  0.7626  0.14
H  -1.7876  2.7753  -0.6829  0.12
H  1.7558  -2.1010  -0.7860  0.11
H  -0.2733  2.8299  -0.2837  0.13

Arrangement b

This record from the Open Molecules 2025 dataset describes an isolated ion of composition C4H6N3O2 and charge +1. The level of theory is ωB97M-V/def2-TZVPD.

Values from the calculation:
SMILES: N/C(O)=C\N=C/[NH+]=C=O
Lowest unoccupied orbital energy (spin up / spin down), eV: -5.04 / -5.04
Charge: +1
Frontier orbital gap (spin up / spin down), eV: 7.44 / 7.44
HOMO level (spin up / spin down), hartree: -0.459 / -0.459

Each line ends with the Löwdin charge.
CARTESIAN COORDINATES (ANGSTROEM)
C  0.2482  -0.1444  0.2798  -0.13
C  -0.7515  1.7368  -0.5304  -0.08
C  0.6313  -1.4646  0.0006  -0.33
C  -0.2898  1.9226  1.8753  -0.19
N  -0.3163  0.5850  -0.6343  0.05
N  -0.7494  2.4496  0.8070  0.19
N  0.5205  -2.0908  -1.1863  0.22
O  1.3198  -2.1168  1.0117  0.08
O  0.1366  1.9264  2.9089  0.34
H  0.5706  0.3495  1.3359  0.14
H  -1.0656  2.4520  -1.2103  0.11
H  -1.5613  3.0167  0.9242  0.18
H  -0.2235  -1.6228  -1.6928  0.13
H  0.6683  -3.0878  -1.0907  0.14
H  1.7784  -1.4342  1.5614  0.14

What are the relative energies? In eV: arrangement a 5.748; arrangement b 0.000.